(1)
C9H12F3I2N3O8P | the ωB97M-V functional and the def2-TZVPD basis

charge	+1
E_LUMO	-0.18679	Ha
orbital gap	6.901	eV
max |F|	1.047	eV/Å
HOMO level	-11.98	eV

Structure (XYZ):
```
38
Properties=species:S:1:pos:R:3:mulliken_charge:R:1
N 3.3718 0.8952 3.5500 -0.233
C 2.5558 1.5210 2.6881 0.170
N 2.8320 2.7981 2.2113 -0.369
C 1.8904 3.7246 2.8668 -0.361
O 0.7012 2.9926 3.1901 -0.280
C 0.3394 2.0408 2.2655 0.886
F 0.2319 2.5831 1.0181 -0.297
P -1.2936 1.1637 2.7177 0.094
O -2.2060 2.4973 2.5248 -0.474
I -0.9328 0.9679 5.1215 -0.042
N 1.3908 0.9634 2.3243 -0.470
I 1.6466 -0.2295 0.6104 0.521
H 4.3289 0.6706 3.3214 0.259
H 3.0079 0.6358 4.4568 0.275
H 2.6159 2.8111 1.2143 0.385
H 2.2910 4.0913 3.8093 0.297
H 1.6945 4.5561 2.1930 0.327
H -2.8922 2.5798 3.2030 0.335
C -2.1337 -3.9660 -1.5478 -0.448
C -2.4355 -2.8118 -0.6106 0.561
O -1.3947 -2.9230 0.3408 -0.285
C -0.3320 -3.5243 -0.2646 0.627
O 0.7643 -3.5534 0.1852 -0.498
O -0.7110 -4.0701 -1.4386 -0.315
F -3.6281 -2.9414 0.0088 -0.297
H -2.5971 -4.8857 -1.1890 0.315
H -2.4234 -3.7869 -2.5787 0.241
H -2.3867 -1.8240 -1.0733 0.121
C -1.2939 -0.7963 -4.1255 -0.477
C -0.3735 0.0109 -5.0231 0.252
O 0.4906 0.6279 -4.0699 -0.303
C 0.5431 -0.1608 -2.9861 0.490
O 1.3587 -0.0512 -2.1194 -0.512
O -0.4361 -1.0839 -3.0052 -0.160
F -1.0276 0.9612 -5.7110 -0.271
H -2.1346 -0.1878 -3.7906 0.309
H -1.6535 -1.7161 -4.5755 0.317
H 0.2312 -0.5798 -5.7120 0.311
```


(2)
C4H7CdO | the ωB97M-V functional and the def2-TZVPD basis

charge	+1
E_LUMO (spin up / spin down)	-0.26319 / -0.25763	Ha
orbital gap (spin up / spin down)	5.224 / 5.927	eV
max |F|	6.817	eV/Å
energy relative to the best compared isomer or geometry (same formula, charge and spin)	0.0	kcal/mol
HOMO level (spin up / spin down)	-12.39 / -12.94	eV

Structure (XYZ):
```
13
Properties=species:S:1:pos:R:3:mulliken_charge:R:1
C -0.8615 -0.2216 0.2559 0.016
C 0.3729 -0.2865 0.9889 -0.745
C 1.3591 -0.9041 0.1514 0.223
O 2.4031 -0.0751 -0.1653 -0.656
Cd 2.3294 1.7144 0.1848 0.888
H -1.6668 -0.2658 1.0086 0.350
H 0.5098 -0.0582 2.0479 0.469
H -0.0133 -1.1402 -0.6399 0.197
C -1.3847 0.6434 -0.8658 -1.109
H -2.3933 0.3012 -1.1411 0.323
H -0.8049 0.5051 -1.7883 0.363
H -1.5470 1.6791 -0.5341 0.310
H 1.6973 -1.8918 0.4971 0.372
```


(3)
C17H16AsMoN3O12 | the ωB97M-V functional and the def2-TZVPD basis

charge	+4
E_LUMO (spin up / spin down)	-0.56828 / -0.56992	Ha
orbital gap (spin up / spin down)	5.173 / 5.125	eV
max |F|	3.486	eV/Å
HOMO level (spin up / spin down)	-20.64 / -20.63	eV

Structure (XYZ):
```
50
Properties=species:S:1:pos:R:3:mulliken_charge:R:1
Mo 0.1717 0.1938 0.5809 1.557
O 1.3565 -0.6340 4.4544 -0.321
C 1.0490 -0.1202 3.3451 0.563
O 0.8630 -0.7734 2.2693 -0.403
C 0.8786 1.3543 3.2313 0.346
C 0.9603 2.3090 4.2438 -0.592
C 0.7037 3.6464 3.9196 -0.592
C 0.3551 3.9857 2.6119 -0.787
C 0.2812 2.9714 1.6486 0.874
N 0.5672 1.6771 1.9524 0.561
C -0.1627 3.0428 0.2356 0.659
O -0.4770 4.0693 -0.4446 -0.346
O -0.2363 1.8952 -0.3265 -0.310
H 1.4362 -1.6149 4.5464 0.476
H 1.2067 2.0298 5.2613 0.596
H 0.7639 4.4150 4.6831 0.527
H 0.1420 5.0188 2.3651 0.384
H -0.4215 4.9910 -0.1070 0.401
O -2.8949 -1.2656 2.3018 -0.338
C -2.4733 -0.7911 1.3098 -0.091
O -1.4362 0.1300 1.3304 -0.343
C -2.8400 -1.1054 -0.1154 0.959
C -4.1351 -1.4199 -0.5298 -0.629
C -4.3649 -1.6834 -1.8731 -0.411
C -3.3591 -1.6764 -2.8280 -0.529
C -2.0631 -1.4106 -2.4068 -0.314
C -1.7849 -1.1295 -1.0556 0.513
O -0.5535 -0.8713 -0.6269 -0.371
N -0.9442 -1.4227 -3.3528 0.881
O 0.0929 -0.9222 -2.9291 -0.622
O -1.1060 -1.9245 -4.4098 -0.462
N -5.8220 -1.9652 -2.3461 1.089
O -6.6076 -1.9787 -1.4660 -0.537
O -5.9042 -2.1002 -3.5155 -0.533
H -4.9569 -1.4493 0.1784 0.635
H -3.5706 -1.8662 -3.8797 0.661
C 2.9510 -0.0092 -2.9364 -0.921
As 2.9614 -0.7763 -1.1520 0.704
C 4.6655 -0.4713 -0.2569 -1.021
C 2.3315 -2.6104 -0.9471 -0.978
O 1.7478 0.0756 -0.1058 -0.600
H 3.6826 -0.5873 -3.5213 0.488
H 3.2712 1.0382 -2.9147 0.440
H 1.9659 -0.1160 -3.3974 0.319
H 5.4123 -1.1431 -0.7010 0.447
H 4.5957 -0.6943 0.8117 0.400
H 5.0081 0.5583 -0.4157 0.420
H 3.1918 -3.2857 -1.0352 0.479
H 1.6169 -2.8586 -1.7354 0.298
H 1.8843 -2.7247 0.0503 0.372
```


(4)
C9H13N3O8 | the ωB97M-V functional and the def2-TZVPD basis

E_LUMO	-0.05793	Ha
orbital gap	9.311	eV
max |F|	3.847	eV/Å
energy relative to the best compared isomer or geometry (same formula, charge and spin)	0.0	kcal/mol
SMILES string	O=C(CCC([N+](=O)[O-])([N+](=O)[O-])[N+](=O)[O-])OC1CCCC1
HOMO level	-10.89	eV

Structure (XYZ):
```
33
Properties=species:S:1:pos:R:3:mulliken_charge:R:1
O -1.3823 -0.4563 -2.3071 -0.576
C -0.8006 -0.0013 -1.3507 0.228
C -1.3465 1.2336 -0.6713 -0.434
C -1.3203 1.1472 0.8846 -1.117
C -1.5439 2.4816 1.6789 0.218
N -2.7595 3.1453 1.1700 1.005
O -2.7449 4.3737 0.9916 -0.567
O -3.7250 2.4416 0.9123 -0.499
N -1.7781 2.1964 3.1428 0.971
O -0.8730 1.6478 3.7659 -0.537
O -2.8071 2.5463 3.6705 -0.559
N -0.3388 3.3995 1.6416 1.014
O -0.1176 4.1507 2.5990 -0.539
O 0.4013 3.3291 0.6664 -0.554
O 0.4023 -0.4678 -0.8918 -0.268
C 1.1427 -1.4717 -1.6462 0.258
C 0.6109 -2.8711 -1.4745 -0.707
C 1.8392 -3.6819 -1.1152 -0.565
C 2.7535 -2.7229 -0.3589 -0.630
C 2.6117 -1.4599 -1.1633 -0.732
H -0.7650 2.0848 -0.9717 0.474
H -2.3742 1.3769 -1.0798 0.299
H -0.3558 0.7030 1.1853 0.506
H -2.0364 0.3912 1.1878 0.609
H 1.0850 -1.1942 -2.6996 0.345
H 0.1339 -3.2568 -2.4139 0.227
H -0.0944 -2.8586 -0.6599 0.273
H 2.3535 -3.9823 -2.0478 0.271
H 1.5834 -4.5607 -0.5249 0.363
H 2.4143 -2.5173 0.6416 0.283
H 3.7955 -3.1268 -0.2773 0.330
H 3.2755 -1.4070 -1.9992 0.329
H 2.7607 -0.6123 -0.4852 0.280
```


(5)
C4H12N2O | the ωB97M-V functional and the def2-TZVPD basis

E_LUMO	0.02903	Ha
orbital gap	8.274	eV
max |F|	5.200	eV/Å
energy relative to the best compared isomer or geometry (same formula, charge and spin)	124.6	kcal/mol
HOMO level	-7.48	eV

Structure (XYZ):
```
19
Properties=species:S:1:pos:R:3:mulliken_charge:R:1
C -0.7190 0.6372 -0.0748 -0.143
C 1.3001 0.0783 0.6558 -0.327
C -0.5498 -1.7707 -0.3399 -0.887
C 2.2248 1.0685 0.0025 -1.110
N -0.0606 -0.4214 -0.5932 -0.019
N -1.6546 0.6190 0.9342 -0.302
O -1.7180 0.2969 -1.7975 -0.804
H -2.4426 -0.3407 -1.7330 0.208
H -0.3214 1.6148 -0.3183 0.461
H -1.9298 1.5138 1.3082 0.225
H -2.2186 -0.2134 1.0111 0.167
H 0.9547 0.3537 1.6531 0.322
H 1.7051 -0.9280 0.6826 0.279
H 0.2212 -2.3525 0.1711 0.313
H -0.7488 -2.2235 -1.3080 0.304
H -1.4652 -1.8826 0.2497 0.292
H 2.3242 0.8498 -1.0612 0.329
H 1.8748 2.0952 0.1123 0.324
H 3.2234 1.0056 0.4453 0.370
```